Record 1
192
Properties=species:S:1:pos:R:3 method="wB97M-V/def2-TZVPD" total_energy_ev=-85361.11689
C -0.41404 -2.59748 -7.16768
C 0.58057 -1.46271 -7.38051
C 1.21478 -1.66388 -8.74088
C -0.19728 -0.10209 -7.44855
C -0.70909 0.56077 -6.14294
C 0.42967 0.67939 -5.13010
C 1.19625 -0.70955 -4.97628
C 2.51768 -0.34392 -4.22812
C 0.28608 -1.58626 -4.06766
N 1.53210 -1.30826 -6.28412
O 2.31732 -2.39628 -6.17874
H -0.97617 -2.40300 -6.25428
H -1.14795 -2.75350 -7.95833
H 0.03212 -3.55968 -6.91629
H 1.97003 -0.92168 -8.99942
H 1.84580 -2.55148 -8.69544
H 0.50203 -1.73536 -9.56246
H 0.37903 0.66011 -7.97297
H -1.11658 -0.22592 -8.02096
H -1.08773 1.52842 -6.47216
H -1.57858 0.05229 -5.72633
H 0.01054 1.04152 -4.19133
H 1.01453 1.48239 -5.57870
H 3.27038 0.10265 -4.87782
H 3.07660 -1.16624 -3.78146
H 2.44436 0.31113 -3.36000
H 0.43337 -2.65019 -4.25330
H -0.78511 -1.42935 -4.19426
H 0.54487 -1.52575 -3.01056
H 3.18013 -2.19495 -6.54835
C 2.73707 -1.33603 4.65875
C 2.41747 0.10707 5.12270
C 2.26385 1.05856 4.01632
C 1.05092 0.04491 5.89378
C 1.13855 -0.52489 7.34457
C 2.15732 0.45949 8.02878
C 3.60956 0.47506 7.39998
C 4.24872 1.64401 8.12590
C 4.46495 -0.85344 7.62981
N 3.46257 0.74792 5.95563
O 4.71483 0.78658 5.27323
H 3.79350 -1.53876 4.83472
H 2.21672 -2.02621 5.32283
H 2.46381 -1.50929 3.61789
H 2.04304 2.04963 4.41273
H 3.09724 1.05191 3.31381
H 1.39357 0.81132 3.40839
H 0.64975 1.05261 6.00196
H 0.38142 -0.55287 5.27529
H 0.17049 -0.39623 7.82872
H 1.35912 -1.58798 7.44100
H 2.28271 -0.00405 9.00731
H 1.69993 1.39912 8.33861
H 3.78844 2.55095 7.73386
H 5.33719 1.69286 8.15677
H 3.99274 1.62843 9.18530
H 4.11410 -1.73022 7.08551
H 4.43910 -1.12659 8.68471
H 5.52369 -0.76599 7.38583
H 4.83353 1.73631 5.19896
C 3.15618 -4.29952 -2.47921
C 2.54456 -5.11032 -1.31847
C 0.95498 -4.99759 -1.38666
C 2.97623 -6.57524 -1.47629
C 2.95354 -7.42108 -0.17951
C 3.58999 -6.68041 0.99258
C 3.12770 -5.22776 1.17729
C 1.74470 -5.31744 1.82693
C 4.13007 -4.50891 2.13617
N 3.07136 -4.48522 -0.10744
O 2.64370 -3.17356 0.06537
H 2.86249 -4.77009 -3.41751
H 2.63513 -3.34214 -2.48522
H 4.22225 -4.11580 -2.34558
H 0.54480 -5.37147 -2.32477
H 0.48417 -5.56395 -0.58312
H 0.63844 -3.96482 -1.24078
H 2.42357 -7.12801 -2.23597
H 4.02156 -6.54607 -1.78374
H 1.95976 -7.73479 0.13997
H 3.49591 -8.35379 -0.33438
H 4.66331 -6.60029 0.82037
H 3.52547 -7.28178 1.89939
H 1.74268 -5.62428 2.87284
H 1.21273 -6.09790 1.28289
H 1.22812 -4.35786 1.80533
H 4.33336 -5.20733 2.94794
H 3.67707 -3.59656 2.52415
H 5.15015 -4.43137 1.76000
H 3.48419 -2.70998 0.08128
C -7.35828 -0.44078 -1.29679
C -6.27513 -1.52146 -1.73626
C -6.38428 -2.74737 -0.75295
C -6.46447 -2.10670 -3.13801
C -6.03415 -1.11260 -4.21187
C -4.61195 -0.67418 -4.04544
C -4.29522 -0.16444 -2.63949
C -2.80150 -0.25767 -2.60368
C -4.82249 1.25659 -2.63655
N -4.87798 -1.03622 -1.57797
O -4.60251 -0.58862 -0.28621
H -8.24630 -0.95700 -0.93203
H -7.07423 0.13478 -0.41580
H -7.77920 0.08847 -2.15168
H -6.57554 -2.31415 0.22881
H -7.18292 -3.44384 -1.00829
H -5.39467 -3.20105 -0.69880
H -5.88332 -3.02658 -3.20286
H -7.52030 -2.37266 -3.18909
H -6.17299 -1.66273 -5.14256
H -6.77494 -0.32314 -4.08512
H -4.46075 0.04901 -4.84685
H -3.94013 -1.47706 -4.34901
H -2.31040 0.42419 -3.29793
H -2.53539 -1.26914 -2.91063
H -2.38851 -0.17408 -1.59842
H -4.36580 1.94038 -3.35208
H -4.77324 1.63641 -1.61605
H -5.89861 1.30253 -2.80379
H -4.01962 -1.31144 -0.04252
C 3.65922 6.72292 0.86747
C 2.17402 6.05249 1.01720
C 1.60472 6.31748 2.47841
C 1.16833 6.80272 0.03696
C 1.54624 6.35565 -1.33290
C 1.33322 4.83596 -1.48096
C 2.27031 4.06926 -0.60580
C 1.64943 2.70131 -0.51826
C 3.68829 3.99203 -1.22346
N 2.21360 4.62762 0.79345
O 2.95436 3.91897 1.69392
H 4.23248 6.50698 -0.03411
H 3.66192 7.81284 0.85475
H 4.30288 6.48669 1.71481
H 2.08806 5.70169 3.23690
H 1.73082 7.35364 2.79239
H 0.55180 6.06225 2.59808
H 0.15218 6.53469 0.32629
H 1.14885 7.89058 0.10242
H 0.80116 6.86837 -1.94124
H 2.50901 6.72865 -1.68225
H 1.61351 4.66084 -2.51965
H 0.26186 4.65215 -1.40025
H 2.34321 1.97782 -0.09010
H 1.33513 2.27327 -1.47015
H 0.79824 2.70340 0.16260
H 3.87275 4.87442 -1.83620
H 3.69414 3.18067 -1.95131
H 4.46561 3.80315 -0.48306
H 2.29783 3.49482 2.25129
C -2.78590 0.59927 2.71463
C -3.12517 2.06568 2.97170
C -4.32457 2.05793 3.96647
C -1.92378 2.81074 3.63265
C -0.91765 3.41334 2.67668
C -1.64445 4.23181 1.58410
C -2.66783 3.40424 0.80711
C -3.48094 4.35455 -0.09200
C -2.00139 2.34503 -0.11721
N -3.58933 2.69257 1.69428
O -4.65785 2.13794 1.13197
H -2.69257 0.00181 3.62152
H -3.50787 0.01825 2.14082
H -1.80667 0.49061 2.24836
H -5.07219 1.34166 3.62571
H -4.01014 1.85002 4.98922
H -4.86947 2.99776 3.87755
H -2.28649 3.57106 4.32435
H -1.36355 2.10536 4.24639
H -0.10714 3.92122 3.19941
H -0.43832 2.59265 2.14299
H -0.87129 4.57520 0.89678
H -2.09585 5.13666 1.99103
H -2.85185 4.84996 -0.83152
H -4.02878 5.10608 0.47649
H -4.21795 3.79765 -0.67060
H -1.19463 2.83923 -0.65851
H -2.68866 1.83223 -0.79010
H -1.58463 1.57453 0.53143
H -4.17194 1.41963 0.72024
C 0.02005 -0.78503 0.56124
O 0.12483 -1.96741 1.25279
H -1.02618 -0.59200 0.32411
H 0.32334 -0.00292 1.25724
H 0.65395 -0.79758 -0.32539
H 0.90617 -2.36071 0.85727
C -2.46470 -3.56215 -0.16359
O -2.63337 -2.67982 0.92041
H -1.50944 -4.06627 -0.01711
H -3.32535 -4.22651 -0.08610
H -2.42567 -3.09748 -1.14881
H -1.77287 -2.48959 1.30114

Record 2
224
Properties=species:S:1:pos:R:3 method="wB97M-V/def2-TZVPD" total_energy_ev=-195670.13251 total_charge=+1
K 3.47801 2.24378 5.30316
K 10.84807 2.78478 -3.78989
C 1.87801 2.56709 -1.54001
F 1.00049 3.21929 -0.72469
F 1.41587 2.53504 -2.73651
F 3.10184 3.15280 -1.45337
S 1.74920 0.76872 -0.85293
O 0.53206 0.79318 0.00791
O 1.61222 -0.18250 -1.94920
N 3.23383 0.67612 0.11773
S 4.12796 -0.14936 -0.92026
O 3.76218 -1.56954 -1.00992
O 4.41126 0.53185 -2.20946
C 5.79946 -0.15658 -0.09109
F 6.13029 1.05095 0.44031
F 5.95328 -1.12855 0.80930
F 6.69289 -0.31879 -1.10669
C -12.32536 -11.38063 -5.83679
O -11.20370 -11.17234 -5.02687
C -10.23896 -10.33539 -5.61414
C -9.08304 -10.22503 -4.71904
O -9.49740 -9.78324 -3.40451
C -8.57995 -8.75584 -2.92412
C -8.72307 -7.36311 -3.56839
O -8.51128 -6.21746 -2.67645
C -7.21853 -6.09560 -2.06560
H -12.78782 -10.44273 -6.14434
H -13.05284 -11.97948 -5.28884
H -11.99478 -11.81508 -6.78023
H -10.61989 -9.33692 -5.82873
H -9.95707 -10.82526 -6.54617
H -8.20373 -9.75210 -5.15636
H -8.72748 -11.24296 -4.55943
H -7.56290 -9.13384 -2.82009
H -8.79327 -8.55018 -1.87517
H -9.78139 -7.34024 -3.82826
H -8.22884 -7.13870 -4.51364
H -7.17345 -5.26913 -1.35636
H -6.42926 -6.00440 -2.81181
H -7.13695 -7.04249 -1.53189
C 2.71836 -6.56331 5.98919
O 1.48790 -6.78498 5.35619
C 1.44482 -7.58479 4.21299
C 0.16400 -7.51734 3.50576
O -0.80759 -8.45245 4.01984
C -1.29015 -8.30382 5.35683
C -1.90913 -9.60644 5.74465
O -2.89638 -9.98341 4.76399
C -4.22958 -9.77089 5.27497
H 3.19709 -5.67418 5.57887
H 3.38198 -7.41506 5.84012
H 2.57402 -6.58324 7.06941
H 1.78291 -8.59777 4.43133
H 2.18601 -7.17149 3.52894
H 0.35250 -7.92199 2.51137
H -0.29065 -6.56390 3.23682
H -2.01365 -7.50689 5.52871
H -0.37333 -8.19026 5.93533
H -2.26958 -9.65428 6.77221
H -1.19605 -10.41041 5.56230
H -4.32698 -10.46878 6.10658
H -4.90435 -9.93854 4.43552
H -4.32573 -8.71824 5.54101
C -4.60300 7.77544 -10.21120
O -4.16194 6.54355 -9.77130
C -4.31470 5.56464 -10.81533
C -3.31334 4.36641 -10.45775
O -1.96427 4.61421 -10.10552
C -1.07126 4.93781 -11.09870
C 0.15843 5.74440 -10.80416
O -0.11439 7.18621 -10.66958
C -0.71237 7.49658 -9.35723
H -3.78965 8.21143 -10.79127
H -4.77329 8.52433 -9.43772
H -5.45049 7.80646 -10.89597
H -3.94806 5.92386 -11.77691
H -5.31893 5.14225 -10.84992
H -3.39900 3.56655 -11.19326
H -3.63214 3.85034 -9.55214
H -1.57884 5.23315 -12.01698
H -0.73200 3.92059 -11.29436
H 0.75598 5.60758 -11.70544
H 0.62188 5.29016 -9.92839
H 0.03484 8.15259 -8.91066
H -0.88114 6.53744 -8.86766
H -1.65430 8.04234 -9.41223
C -6.69513 19.40200 -1.20908
O -5.51896 18.84309 -1.69095
C -4.85839 19.32349 -2.97918
C -3.53418 18.63135 -3.33202
O -3.58805 17.20215 -3.36789
C -2.31063 16.65440 -3.81186
C -2.48490 15.16332 -3.64986
O -2.69670 14.73041 -2.34750
C -3.28952 13.48961 -2.39446
H -7.47282 19.17963 -1.93973
H -6.61952 20.48251 -1.08708
H -7.04775 18.71922 -0.43605
H -4.68718 20.38135 -2.77989
H -5.71970 19.14565 -3.62308
H -2.81247 18.89224 -2.55795
H -3.14749 19.19329 -4.18219
H -1.59436 17.06976 -3.10297
H -1.93736 17.04351 -4.75914
H -1.58485 14.76135 -4.11505
H -3.34976 14.80044 -4.20524
H -2.89594 12.78609 -3.12812
H -4.36836 13.63354 -2.33549
H -3.21248 13.01354 -1.41695
C 8.83056 4.49946 5.06166
O 7.88081 5.53618 4.71528
C 8.28882 6.81080 4.28952
C 7.30611 7.93772 4.04318
O 6.14206 7.52163 3.37004
C 5.03124 8.37563 3.39087
C 5.04787 9.51466 2.33572
O 5.87096 10.53227 2.78710
C 6.10695 11.61644 1.97739
H 8.26249 3.77196 5.64145
H 9.49514 5.04107 5.73477
H 9.36846 4.12220 4.19194
H 8.79652 6.73587 3.32789
H 9.04209 7.09455 5.02448
H 7.73018 8.74570 3.44698
H 7.05276 8.31780 5.03285
H 4.86853 8.90327 4.33066
H 4.09637 7.83105 3.25843
H 4.11231 10.04945 2.17201
H 5.22990 9.08693 1.34981
H 5.21997 12.18368 1.69521
H 6.56467 11.28951 1.04375
H 6.83275 12.26821 2.46371
C 18.34740 -12.36909 7.50788
O 16.96852 -12.49765 7.05984
C 16.36898 -11.28979 6.58348
C 14.86500 -11.59940 6.20495
O 14.62325 -12.53299 5.15137
C 15.20531 -12.21071 3.87437
C 14.36233 -11.19106 3.00914
O 14.25013 -9.87754 3.61553
C 13.28102 -9.06067 2.89620
H 18.93425 -12.01463 6.66049
H 18.74415 -13.24616 8.01920
H 18.45285 -11.54092 8.20868
H 16.87980 -10.73522 5.79632
H 16.23226 -10.48448 7.30520
H 14.34228 -10.68320 5.93030
H 14.42857 -12.07919 7.08099
H 15.35538 -13.11866 3.29023
H 16.20467 -11.78014 3.93741
H 13.36494 -11.50308 2.69935
H 14.96362 -11.15126 2.10086
H 13.51760 -8.98933 1.83458
H 13.25675 -8.15308 3.49936
H 12.30221 -9.53981 2.87496
C -9.36095 -1.24062 3.37309
O -8.96492 0.09413 3.09494
C -9.68425 0.95217 4.02293
C -9.52588 2.39892 3.66588
O -9.69848 2.48501 2.30824
C -9.43058 3.77383 1.73245
C -8.05317 3.56904 1.03166
O -8.23673 2.95170 -0.26187
C -7.03403 2.61114 -1.00589
H -8.82411 -1.91763 2.70858
H -10.37921 -1.33245 2.99519
H -9.18705 -1.45727 4.42709
H -9.22093 0.88907 5.00754
H -10.74714 0.71429 3.98059
H -8.50029 2.67313 3.91301
H -10.15822 3.05803 4.26072
H -9.53357 4.60383 2.43146
H -10.30346 3.97002 1.10981
H -7.39990 2.86548 1.54774
H -7.49633 4.50280 0.95344
H -7.22507 2.34520 -2.04554
H -6.49454 1.73947 -0.63543
H -6.44443 3.52791 -1.00951
C -0.11228 -11.07034 -5.82716
O -0.39993 -9.86398 -6.37927
C -1.20594 -9.11399 -5.53018
C -1.12514 -7.68102 -5.88250
O -1.34859 -7.41264 -7.31158
C -1.43399 -5.95339 -7.59032
C -2.10342 -5.66404 -9.03021
O -1.33821 -6.26079 -10.10092
C -1.76683 -5.99524 -11.44945
H 0.55898 -11.04470 -4.96876
H 0.50967 -11.55495 -6.57979
H -0.95411 -11.68604 -5.51040
H -0.96669 -9.26682 -4.47781
H -2.21434 -9.49910 -5.68160
H -0.14741 -7.24066 -5.68695
H -1.82845 -7.12308 -5.26432
H -0.45791 -5.47175 -7.64865
H -1.87290 -5.37309 -6.77872
H -2.20775 -4.58345 -9.12782
H -3.12056 -6.04800 -9.10837
H -1.04882 -6.57039 -12.03405
H -1.69536 -4.97202 -11.81823
H -2.74816 -6.42480 -11.65087
C 0.73879 4.84644 9.33122
O 1.98281 4.15885 9.49299
C 2.12949 3.96166 10.92642
C 3.01446 2.68411 11.12366
O 2.63544 1.60771 10.22884
C 1.50442 0.80932 10.74603
C 0.71840 0.03985 9.68481
O -0.15332 0.93776 9.02576
C -0.74516 0.31631 7.91713
H 0.95387 5.87383 9.62498
H -0.14789 4.42952 9.80881
H 0.49425 4.94382 8.27348
H 1.13962 3.77753 11.34398
H 2.48271 4.81849 11.50016
H 3.21400 2.41368 12.16055
H 3.94225 2.99579 10.64391
H 0.70660 1.32089 11.28443
H 1.82633 0.09388 11.50275
H 0.23306 -0.70022 10.32107
H 1.42806 -0.46481 9.02922
H -0.04005 0.17175 7.09857
H -1.58083 0.80309 7.41432
H -1.05856 -0.69455 8.17798

Number 1: LUMO 0.4 eV, gap between HOMO and LUMO 7.805 eV. Number 2: LUMO -4.3 eV, gap between HOMO and LUMO 5.638 eV.